{
  "formula": "C2H7S2",
  "method": "ωB97M-V with the def2-TZVPD basis set",
  "species": ["S", "H", "C", "C", "S", "H", "H", "H", "H", "H", "H"],
  "xyz": [[2.43857, -1.22136, -0.67595], [1.46922, -1.45742, -1.68578], [-2.84260, 0.66612, 0.50966], [-1.51606, -0.24434, 0.49517], [-0.18526, 1.08405, 0.25973], [-2.89510, 1.65468, 1.13571], [-3.65437, 0.08426, 0.83865], [-2.97818, 1.05311, -0.55993], [-1.16409, -0.79425, 1.32110], [-1.58738, -1.00764, -0.40074], [0.90885, 0.13364, -0.01851]],
  "mulliken_charge": [-0.79, 0.00, -1.00, -0.41, -0.31, 0.26, 0.34, 0.27, 0.35, 0.23, 0.05],
  "de_lowest_kj_mol": 91.93,
  "homo_energy_ev": -3.02,
  "lumo_energy_ha": 0.1357,
  "total_charge": -1,
  "multiplicity": 1
}

---

{
  "formula": "C2H7S2",
  "method": "ωB97M-V with the def2-TZVPD basis set",
  "species": ["S", "H", "C", "C", "S", "H", "H", "H", "H", "H", "H"],
  "xyz": [[1.92961, -1.92248, -0.78535], [3.00106, -1.41566, -0.18401], [-0.30002, 0.45042, 0.95293], [-1.30815, 0.50036, -0.17478], [-0.30424, 0.39566, -1.74409], [0.31004, 1.42076, 1.04499], [0.24981, -0.63475, 0.73279], [-0.76228, 0.37258, 1.96390], [-1.99500, -0.35152, -0.14433], [-1.71469, 1.56141, -0.12498], [0.89385, -0.37678, -1.53706]],
  "mulliken_charge": [-0.78, 0.01, -0.83, -0.34, -0.35, 0.22, 0.16, 0.29, 0.27, 0.23, 0.10],
  "de_lowest_kj_mol": 101.92,
  "homo_energy_ev": -3.04,
  "lumo_energy_ha": 0.1398,
  "total_charge": -1,
  "multiplicity": 1
}

---

{
  "formula": "C2H7S3",
  "method": "ωB97M-V with the def2-TZVPD basis set",
  "species": ["C", "S", "H", "H", "H", "C", "S", "S", "H", "H", "H", "H"],
  "xyz": [[-2.56883, -1.23322, -0.15033], [-1.64784, -1.80758, 1.36942], [-3.16399, -0.37843, 0.17178], [-1.88918, -0.87348, -0.91579], [-3.33943, -1.95236, -0.43584], [1.65394, 2.56155, -1.10486], [1.10162, 0.84349, -1.33123], [1.07311, 0.15853, 0.63188], [2.11435, 2.66871, -0.12272], [0.81352, 3.24503, -1.19939], [2.33734, 2.84874, -1.90572], [-1.06178, -0.61233, 1.36495]],
  "mulliken_charge": [-0.69, -0.18, 0.24, 0.20, 0.28, -0.77, -0.19, -0.64, 0.24, 0.22, 0.25, 0.03],
  "de_lowest_kj_mol": 62.13,
  "homo_energy_ev": -2.33,
  "lumo_energy_ha": 0.1289,
  "total_charge": -1,
  "multiplicity": 1
}

---

{
  "formula": "C2H7S3",
  "method": "ωB97M-V with the def2-TZVPD basis set",
  "species": ["C", "S", "H", "H", "H", "C", "S", "S", "H", "H", "H", "H"],
  "xyz": [[-1.55675, -1.26342, 0.30384], [-2.19107, -0.03211, 1.48296], [-2.37991, -1.91784, 0.02522], [-1.16713, -0.73899, -0.55538], [-0.76033, -1.87246, 0.72677], [1.88564, 0.40322, -0.82970], [1.69146, 1.15673, 0.81305], [0.14162, 2.48776, 0.49220], [2.87184, -0.03718, -0.93305], [1.73533, 1.16584, -1.58408], [1.10909, -0.35002, -0.96234], [-1.37979, 0.99847, 1.02051]],
  "mulliken_charge": [-0.66, -0.25, 0.29, 0.15, 0.25, -0.71, -0.17, -0.63, 0.30, 0.26, 0.13, 0.05],
  "de_lowest_kj_mol": 17.30,
  "homo_energy_ev": -2.56,
  "lumo_energy_ha": 0.1327,
  "total_charge": -1,
  "multiplicity": 1
}

---

{
  "formula": "C2H8",
  "method": "ωB97M-V with the def2-TZVPD basis set",
  "species": ["C", "H", "H", "H", "H", "C", "H", "H", "H", "H"],
  "xyz": [[0.02277, 0.87864, -1.05436], [-0.18386, 0.33217, -0.12234], [-0.67977, 1.71959, -1.15041], [-0.09783, 0.20033, -1.91188], [1.05333, 1.26272, -1.03344], [-0.02286, -0.87851, 1.05444], [0.74661, -0.35643, 0.46680], [-0.92296, -0.24977, 1.12174], [0.36086, -1.07892, 2.06568], [-0.27629, -1.82983, 0.56378]],
  "mulliken_charge": [-0.69, -0.13, 0.30, 0.25, 0.26, -0.94, 0.22, 0.18, 0.30, 0.24],
  "de_lowest_kj_mol": 126.90,
  "smiles": "C.C",
  "homo_energy_ev": -10.99,
  "lumo_energy_ha": 0.0419,
  "total_charge": 0,
  "multiplicity": 1
}

---

{
  "formula": "C2H8Br2OSi2",
  "method": "ωB97M-V with the def2-TZVPD basis set",
  "species": ["C", "C", "O", "Si", "Si", "Br", "Br", "H", "H", "H", "H", "H", "H", "H", "H"],
  "xyz": [[1.28726, -2.28661, 0.89504], [-1.99481, 2.16735, -0.62747], [-1.43333, -0.90647, -0.90131], [1.93976, -1.08531, 2.14619], [-1.58707, 0.36148, -0.05376], [0.47522, -1.10804, 3.77778], [1.80328, 1.04188, 1.42128], [0.20037, -2.34385, 0.73052], [1.94486, -2.54051, 0.06362], [1.35108, -3.26381, 1.31706], [-2.35633, 2.76838, 0.20555], [-0.96372, 2.52880, -0.86461], [-2.67485, 2.29245, -1.48455], [3.24263, -1.62193, 2.61302], [-1.39588, 0.10533, 1.51201]],
  "mulliken_charge": [-1.04, -0.80, -0.20, 0.56, 0.16, -0.22, -0.19, 0.26, 0.40, 0.35, 0.28, 0.25, 0.31, -0.12, 0.01],
  "homo_energy_ev": [-5.44, -10.43],
  "lumo_energy_ha": [0.0169, -0.1287],
  "total_charge": 0,
  "multiplicity": 3
}

---

{
  "formula": "C2H8BrCuN4O2",
  "method": "ωB97M-V with the def2-TZVPD basis set",
  "species": ["Cu", "Br", "C", "O", "N", "N", "H", "H", "H", "H", "C", "O", "N", "N", "H", "H", "H", "H"],
  "xyz": [[12.58733, 19.17303, 20.28506], [11.73141, 17.68060, 21.08186], [10.92656, 18.26641, 24.18263], [10.01735, 18.99246, 23.77293], [11.25787, 18.08572, 25.41808], [11.70650, 17.53336, 23.43032], [10.74442, 18.47538, 26.19567], [12.17113, 17.66225, 25.50005], [11.66486, 17.61605, 22.42458], [12.20658, 16.77401, 23.87008], [10.39729, 14.80388, 21.92116], [9.80204, 13.85973, 22.26512], [10.19208, 16.01970, 22.40694], [11.39433, 14.78291, 21.01170], [10.52773, 16.87053, 21.97854], [9.62635, 16.24856, 23.21172], [11.89804, 15.65473, 20.93229], [11.74742, 13.91374, 20.63759]],
  "mulliken_charge": [-0.13, 0.01, 0.72, -0.60, -0.36, -0.57, 0.25, 0.20, 0.70, 0.20, 0.53, -0.49, -0.19, -0.23, 0.47, 0.15, 0.13, 0.22],
  "de_lowest_kj_mol": 786.18,
  "homo_energy_ev": [-14.11, -13.90],
  "lumo_energy_ha": [-0.1824, -0.2868],
  "total_charge": 1,
  "multiplicity": 2
}

---

{
  "formula": "C2H8BrN2O2V",
  "method": "ωB97M-V with the def2-TZVPD basis set",
  "species": ["V", "Br", "C", "O", "H", "H", "H", "H", "C", "O", "N", "N", "H", "H", "H", "H"],
  "xyz": [[-2.13515, 2.76882, 0.78374], [-0.97990, 1.22101, 0.75591], [-1.17539, 0.00983, -2.05040], [-0.11210, -0.27922, -1.20481], [-0.88118, 0.56591, -2.94052], [-1.61489, -0.95807, -2.29144], [-1.82610, 0.73786, -1.56599], [-0.37998, 0.03956, -0.33981], [1.44984, -0.84626, 1.04897], [2.28610, -1.70938, 1.01326], [1.69526, 0.27204, 0.59283], [0.37491, -0.94212, 1.78059], [2.55790, 0.35520, 0.07414], [0.96801, 0.95918, 0.45480], [0.22296, -1.81116, 2.27230], [-0.45021, -0.38325, 1.61644]],
  "mulliken_charge": [0.12, 0.44, -0.58, -0.42, 0.24, 0.24, 0.13, 0.43, 0.61, -0.65, -0.23, -0.19, 0.22, 0.21, 0.20, 0.22],
  "homo_energy_ev": [-12.22, -12.28],
  "lumo_energy_ha": [-0.2579, -0.2537],
  "total_charge": 1,
  "multiplicity": 4
}

---

{
  "formula": "C2H8CsO2",
  "method": "ωB97M-V with the def2-TZVPD basis set",
  "species": ["Cs", "C", "O", "H", "H", "H", "H", "C", "O", "H", "H", "H", "H"],
  "xyz": [[0.06490, 2.86740, -1.02694], [-1.15165, -0.73449, -1.83689], [-1.68610, 0.55582, -1.56022], [-0.34026, -0.99010, -1.14247], [-1.89942, -1.52448, -1.80415], [-0.68012, -0.64035, -2.81324], [-2.08053, 0.64195, -0.68980], [1.37700, -0.39619, 1.91107], [1.55194, 0.87480, 1.24133], [0.86017, -1.08085, 1.24000], [2.36135, -0.75848, 2.18653], [0.80103, -0.26556, 2.82748], [0.82170, 1.45052, 1.46730]],
  "mulliken_charge": [1.03, -0.48, -0.55, 0.16, 0.27, 0.27, 0.32, -0.49, -0.50, 0.18, 0.22, 0.30, 0.28],
  "de_lowest_kj_mol": 107.62,
  "homo_energy_ev": -14.32,
  "lumo_energy_ha": -0.1377,
  "total_charge": 1,
  "multiplicity": 1
}

---

{
  "formula": "C2H8FN2",
  "method": "ωB97M-V with the def2-TZVPD basis set",
  "species": ["C", "C", "N", "N", "F", "H", "H", "H", "H", "H", "H", "H", "H"],
  "xyz": [[0.42869, 1.19751, 0.66487], [0.42017, -0.02615, -0.28634], [-1.18592, -0.05150, -1.19172], [0.34644, -1.41422, 0.22600], [-2.12681, 0.02873, -0.13092], [1.53003, 1.44194, 0.71998], [0.10205, 1.09360, 1.65608], [-0.16498, 2.10071, 0.34389], [1.12411, 0.02133, -1.17983], [-1.29718, 0.84240, -1.67036], [0.47309, -2.07974, -0.54019], [-0.66854, -1.52425, 0.44684], [1.01883, -1.63034, 0.94168]],
  "mulliken_charge": [-1.10, 0.05, -0.37, -0.25, -0.18, 0.33, 0.40, 0.32, 0.40, 0.30, 0.36, 0.41, 0.33],
  "de_lowest_kj_mol": 271.86,
  "homo_energy_ev": -14.86,
  "lumo_energy_ha": -0.1414,
  "total_charge": 1,
  "multiplicity": 1
}

---

no.,E (Eh)
1,-876.7750
2,-876.7712
3,-1274.9877
4,-1275.0047
5,-80.9337
6,-5883.1712
7,-4664.4881
8,-3858.4793
9,-251.3827
10,-289.9902